Computed, not measured: a cluster of 4 separate species, C34H57N2O17PS4 in total, with wB97M-V/def2-TZVPD.

LUMO energy   -1.07 eV
HOMO level   -0.3217 Eh
E   -126599.086 eV
Structure (SMILES)   [H]/N=C/Cc1cc(P(O)(O)=S)c2c(c1CCOC=O)C(=O)C(CCN(CC)C(C)=O)=C(CCCCO)C2=O.CCOS(C)(=O)=O.CCOS(C)(=O)=O.CCOS(C)(=O)=O
Charge   0

Bonds (Å) are listed after each position.
Atoms and positions in Å:
1 C -0.8882 -6.8212 -0.5820  C2 1.540, H38 1.096, H39 1.092, H40 1.098
2 C -1.5231 -5.7566 -1.4963  C1 1.540, N3 1.483, H41 1.095, H42 1.103
3 N -2.0978 -4.6045 -0.7605  C2 1.483, C4 1.473, C35 1.439
4 C -2.2156 -3.4974 -1.7254  N3 1.473, C5 1.550, H43 1.096, H44 1.105
5 C -3.1875 -2.3747 -1.2828  C4 1.550, C6 1.523, H45 1.096, H46 1.097
6 C -2.6297 -0.9658 -1.4352  C5 1.523, C7 1.330, C33 1.515
7 C -3.3748 0.0551 -1.8491  C6 1.330, C8 1.517, C13 1.510
8 C -4.8530 -0.0060 -2.1839  C7 1.517, C9 1.544, H47 1.100, H48 1.097
9 C -5.7715 -0.3927 -1.0051  C8 1.544, C10 1.555, H49 1.093, H50 1.100
10 C -6.2134 0.8029 -0.1137  C9 1.555, C11 1.543, H51 1.095, H52 1.098
11 C -5.3569 0.8672 1.1679  C10 1.543, O12 1.436, H53 1.100, H54 1.099
12 O -6.1655 0.8312 2.3543  C11 1.436, H55 0.959
13 C -2.6961 1.3935 -2.0201  C7 1.510, O14 1.209, C15 1.520
14 O -3.2557 2.4360 -1.7713  C13 1.209
15 C -1.2531 1.3112 -2.4916  C13 1.520, C16 1.395, C32 1.395
16 C -0.6690 2.2269 -3.3677  C15 1.395, P17 1.828, C21 1.373
17 P -1.6409 3.6307 -4.0207  C16 1.828, O18 1.622, O19 1.621, S20 1.929
18 O -3.0916 3.0594 -4.4677  P17 1.622, H56 0.967
19 O -1.9489 4.7080 -2.8487  P17 1.621, H57 0.967
20 S -0.8262 4.4693 -5.5550  P17 1.929
21 C 0.6326 2.0538 -3.7681  C16 1.373, C22 1.379, H58 1.089
22 C 1.4182 1.0016 -3.3471  C21 1.379, C23 1.533, C26 1.403
23 C 2.8327 0.9462 -3.9354  C22 1.533, C24 1.515, H59 1.101, H60 1.096
24 C 3.9363 0.6400 -2.9437  C23 1.515, N25 1.270, H61 1.098
25 N 4.5859 -0.4418 -3.0869  C24 1.270, H62 1.022
26 C 0.8494 0.0761 -2.4593  C22 1.403, C27 1.525, C32 1.391
27 C 1.6369 -1.1314 -1.9617  C26 1.525, C28 1.541, H63 1.090, H64 1.094
28 C 2.2612 -0.7743 -0.5988  C27 1.541, O29 1.452, H65 1.097, H66 1.096
29 O 2.6632 -1.9745 0.1132  C28 1.452, C30 1.365
30 C 3.3999 -1.6239 1.2081  O29 1.365, O31 1.205, H67 1.105
31 O 4.0473 -2.4854 1.7472  C30 1.205
32 C -0.4693 0.2451 -2.0492  C15 1.395, C26 1.391, C33 1.527
33 C -1.1710 -0.7283 -1.1046  C6 1.515, C32 1.527, O34 1.210
34 O -0.6182 -1.2395 -0.1579  C33 1.210
35 C -1.2912 -4.2398 0.3741  N3 1.439, C36 1.525, O37 1.206
36 C -2.0346 -4.1681 1.7033  C35 1.525, H68 1.089, H69 1.101, H70 1.095
37 O -0.1023 -4.0375 0.3443  C35 1.206
38 H -1.4485 -6.9684 0.3488  C1 1.096
39 H -0.7041 -7.7508 -1.1254  C1 1.092
40 H 0.0976 -6.4503 -0.2729  C1 1.098
41 H -2.3334 -6.2045 -2.0815  C2 1.095
42 H -0.7267 -5.4021 -2.1725  C2 1.103
43 H -2.6128 -3.9494 -2.6420  C4 1.096
44 H -1.1986 -3.1474 -1.9776  C4 1.105
45 H -4.0624 -2.4434 -1.9388  C5 1.096
46 H -3.5681 -2.5527 -0.2699  C5 1.097
47 H -5.0169 -0.6969 -3.0238  C8 1.100
48 H -5.1568 0.9812 -2.5530  C8 1.097
49 H -5.3570 -1.1772 -0.3672  C9 1.093
50 H -6.6863 -0.8233 -1.4394  C9 1.100
51 H -6.2258 1.7569 -0.6514  C10 1.095
52 H -7.2561 0.6081 0.1681  C10 1.098
53 H -4.7552 1.7883 1.1724  C11 1.100
54 H -4.6414 0.0356 1.2374  C11 1.099
55 H -5.8078 0.1513 2.9289  O12 0.959
56 H -3.5579 3.7846 -4.9066  O18 0.967
57 H -1.4844 4.4417 -2.0430  O19 0.967
58 H 1.0054 2.8002 -4.4688  C21 1.089
59 H 3.0380 1.9537 -4.3282  C23 1.101
60 H 2.8412 0.2941 -4.8160  C23 1.096
61 H 4.2160 1.3141 -2.1239  C24 1.098
62 H 5.2899 -0.5276 -2.3509  N25 1.022
63 H 2.4274 -1.3836 -2.6686  C27 1.090
64 H 0.9574 -1.9658 -1.7631  C27 1.094
65 H 1.5411 -0.2229 0.0182  C28 1.097
66 H 3.1588 -0.1563 -0.7110  C28 1.096
67 H 3.3694 -0.5759 1.5586  C30 1.105
68 H -1.5194 -3.5402 2.4282  C36 1.089
69 H -2.0349 -5.1921 2.1077  C36 1.101
70 H -3.0725 -3.8409 1.5830  C36 1.095
71 O 0.1648 0.9506 4.4422  S72 1.432
72 S 0.5100 0.1186 5.5554  O71 1.432, O73 1.430, O74 1.594, C77 1.763
73 O 1.8650 -0.0230 5.9894  S72 1.430
74 O -0.1116 -1.3315 5.3259  S72 1.594, C75 1.441
75 C 0.1847 -2.0016 4.0854  O74 1.441, C76 1.514, H78 1.092, H79 1.087
76 C 1.5704 -2.6112 4.0812  C75 1.514, H80 1.090, H81 1.091, H82 1.090
77 C -0.4802 0.5695 6.9422  S72 1.763, H83 1.087, H84 1.088, H85 1.087
78 H 0.0497 -1.3175 3.2444  C75 1.092
79 H -0.5580 -2.7884 3.9822  C75 1.087
80 H 2.3385 -1.8383 4.0885  C76 1.090
81 H 1.7163 -3.2250 3.1917  C76 1.091
82 H 1.7235 -3.2282 4.9672  C76 1.090
83 H -1.5201 0.6230 6.6313  C77 1.087
84 H -0.1421 1.5431 7.2909  C77 1.088
85 H -0.3458 -0.1733 7.7244  C77 1.087
86 O -1.1752 4.6528 10.3996  S87 1.431
87 S -1.2681 5.5772 9.3113  O86 1.431, O88 1.430, O89 1.596, C92 1.761
88 O -1.6174 5.1390 7.9960  S87 1.430
89 O 0.0808 6.4275 9.2350  S87 1.596, C90 1.439
90 C 1.3317 5.7198 9.1720  O89 1.439, C91 1.515, H93 1.092, H94 1.089
91 C 1.6021 5.1894 7.7792  C90 1.515, H95 1.090, H96 1.090, H97 1.090
92 C -2.3297 6.9063 9.7686  S87 1.761, H98 1.087, H99 1.088, H100 1.087
93 H 1.3565 4.9204 9.9148  C90 1.092
94 H 2.1035 6.4372 9.4469  C90 1.089
95 H 0.8973 4.4000 7.5185  C91 1.090
96 H 2.6101 4.7787 7.7139  C91 1.090
97 H 1.4922 5.9801 7.0369  C91 1.090
98 H -2.0285 7.2762 10.7451  C92 1.087
99 H -3.3445 6.5165 9.8089  C92 1.088
100 H -2.2577 7.6876 9.0163  C92 1.087
101 O 4.3135 0.8195 -7.5181  S102 1.434
102 S 4.9210 0.0216 -8.5432  O101 1.434, O103 1.429, O104 1.591, C107 1.761
103 O 4.1872 -0.9959 -9.2275  S102 1.429
104 O 6.2678 -0.6002 -7.9688  S102 1.591, C105 1.439
105 C 6.1926 -1.3329 -6.7324  O104 1.439, C106 1.516, H108 1.092, H109 1.089
106 C 5.6562 -2.7365 -6.9334  C105 1.516, H110 1.090, H111 1.090, H112 1.091
107 C 5.6610 1.0854 -9.7361  S102 1.761, H113 1.087, H114 1.088, H115 1.087
108 H 5.5953 -0.7842 -6.0018  C105 1.092
109 H 7.2091 -1.3870 -6.3454  C105 1.089
110 H 4.6075 -2.7183 -7.2298  C106 1.090
111 H 5.7379 -3.3093 -6.0093  C106 1.090
112 H 6.2069 -3.2503 -7.7220  C106 1.091
113 H 6.2638 1.8274 -9.2194  C107 1.087
114 H 4.8576 1.5690 -10.2876  C107 1.088
115 H 6.2706 0.4874 -10.4088  C107 1.087

Löwdin atomic charge list, values in e, 99 entries: C -0.08; C -0.23; N -0.09; C -0.15; C -0.07; C -0.07; C -0.08; C -0.12; C -0.18; C -0.15; C -0.25; O -0.08; C -0.27; O 0.11; C -0.06; C -0.22; P 0.24; O -0.21; O -0.20; S 0.30; C -0.04; C -0.12; C -0.10; C -0.25; N 0.10; C -0.08; C -0.07; C -0.17; O -0.01; C -0.34; O 0.08; C -0.02; C -0.25; O 0.13; C -0.48; C 0.03; O 0.11; H 0.08; H 0.08; H 0.07; H 0.12; H 0.12; H 0.12; H 0.12; H 0.11; H 0.11; H 0.12; H 0.12; H 0.09; H 0.11; H 0.11; H 0.11; H 0.11; H 0.11; H 0.07; H 0.07; H 0.08; H 0.08; H 0.12; H 0.13; H 0.12; H 0.06; H 0.10; H 0.11; H 0.12; H 0.10; H 0.16; H 0.05; H 0.09; H 0.08; O -0.28; S 0.57; O -0.27; O -0.26; C -0.25; C -0.06; C -0.12; H 0.12; H 0.10; H 0.07; H 0.08; H 0.09; H 0.08; H 0.07; H 0.08; O -0.28; S 0.57; O -0.28; O -0.26; C -0.25; C -0.07; C -0.12; H 0.12; H 0.12; H 0.06; H 0.08; H 0.09; H 0.07; H 0.08